{"formula": "C23H38F10N5O7S", "method": "wB97M-V/def2-TZVPD", "elements": ["C", "C", "O", "C", "C", "N", "C", "N", "C", "F", "N", "S", "N", "C", "C", "C", "C", "C", "N", "H", "H", "H", "H", "H", "H", "H", "H", "H", "H", "H", "H", "H", "H", "H", "H", "H", "H", "H", "H", "H", "H", "H", "C", "C", "O", "C", "O", "C", "F", "F", "F", "H", "H", "H", "H", "H", "C", "C", "O", "C", "O", "C", "F", "F", "F", "H", "H", "H", "H", "H", "C", "C", "O", "C", "O", "C", "F", "F", "F", "H", "H", "H", "H", "H"], "xyz": [[5.7383, 2.1029, -0.7633], [5.6842, 3.4118, -1.7244], [4.8701, 3.2004, -2.9085], [3.6828, 4.0615, -2.8937], [2.5891, 3.2595, -3.8000], [1.2950, 3.9423, -3.7261], [0.1902, 3.7939, -3.0219], [-0.9456, 4.6942, -3.3076], [-1.9013, 4.1614, -2.3863], [-3.2219, 4.6246, -2.2320], [-1.3025, 3.0695, -1.6645], [-2.3750, 2.3203, -0.5499], [0.0312, 2.8295, -2.0172], [0.6037, 1.7602, -1.2381], [2.0810, 1.2296, -1.2804], [2.1337, -0.0784, -2.2660], [2.7362, -1.3396, -1.4641], [2.4210, -2.7529, -2.1628], [3.6469, -3.3325, -2.8339], [6.1377, 1.1870, -1.3105], [4.7235, 1.8480, -0.3123], [6.4466, 2.3694, 0.1043], [5.3672, 4.3412, -1.1334], [6.7685, 3.5396, -2.1004], [4.0044, 5.0091, -3.4727], [3.3113, 4.2822, -1.8394], [2.6230, 2.1366, -3.6833], [3.0060, 3.4239, -4.8696], [1.2094, 4.7430, -4.3876], [-1.9044, 2.4806, 0.7540], [-0.0667, 0.8232, -1.3726], [0.4254, 2.0273, -0.1193], [2.9244, 1.9629, -1.4717], [2.3202, 0.7714, -0.2448], [1.1394, -0.2826, -2.7824], [2.8909, 0.1359, -3.1153], [3.8859, -1.2272, -1.4293], [2.3794, -1.3742, -0.3812], [2.1256, -3.4889, -1.3464], [1.6060, -2.5677, -2.9434], [3.3599, -4.2861, -3.0985], [3.7917, -2.8390, -3.7310], [0.4119, -3.9529, 3.1462], [-1.0723, -3.9415, 2.8361], [-1.4409, -2.7596, 2.1002], [-1.1057, -2.7508, 0.7980], [-0.5330, -3.6488, 0.2366], [-1.5778, -1.4644, 0.1283], [-1.2311, -0.3587, 0.8263], [-2.9182, -1.4271, -0.0038], [-1.0692, -1.3049, -1.1098], [0.6987, -3.0397, 3.6745], [0.6709, -4.8154, 3.7588], [1.0104, -3.9903, 2.2328], [-1.6376, -3.9184, 3.7703], [-1.3820, -4.8406, 2.2959], [-5.8624, 5.3409, -1.7170], [-5.5377, 6.4478, -0.7316], [-6.4336, 7.5585, -0.8863], [-7.6730, 7.3874, -0.3827], [-8.0471, 6.3847, 0.1682], [-8.5153, 8.6436, -0.5799], [-8.4600, 9.1062, -1.8456], [-8.1042, 9.6519, 0.2164], [-9.8147, 8.4429, -0.3041], [-5.8583, 5.7266, -2.7398], [-5.1409, 4.5308, -1.6390], [-6.8582, 4.9283, -1.5397], [-4.5317, 6.8261, -0.9295], [-5.5481, 6.0886, 0.3016], [-0.7339, -9.8460, 5.9788], [0.5019, -9.2227, 6.5997], [1.4696, -8.8760, 5.5937], [1.1991, -7.7726, 4.8737], [0.2200, -7.0851, 5.0248], [2.3121, -7.4968, 3.8681], [2.6441, -8.5892, 3.1524], [3.4430, -7.0779, 4.4717], [1.9791, -6.5444, 2.9763], [-0.4594, -10.7077, 5.3652], [-1.4343, -10.1666, 6.7513], [-1.2489, -9.1415, 5.3217], [0.9819, -9.9490, 7.2593], [0.2545, -8.3492, 7.2097]], "lowdin_charge": [-0.08, -0.24, -0.21, -0.17, -0.11, 0.08, -0.22, 0.20, -0.20, 0.06, -0.39, 0.92, 0.01, -0.16, -0.15, -0.19, -0.19, -0.27, -0.04, 0.09, 0.05, 0.09, 0.12, 0.13, 0.15, 0.13, 0.11, 0.15, 0.18, -0.06, 0.11, 0.14, 0.08, 0.12, 0.11, 0.11, 0.12, 0.10, 0.11, 0.11, 0.07, 0.07, -0.06, -0.18, 0.03, -0.37, 0.16, -0.51, 0.11, 0.16, 0.14, 0.09, 0.06, 0.07, 0.13, 0.13, -0.07, -0.20, 0.03, -0.36, 0.17, -0.52, 0.16, 0.16, 0.16, 0.09, 0.05, 0.08, 0.12, 0.13, -0.06, -0.20, 0.03, -0.37, 0.15, -0.51, 0.16, 0.16, 0.14, 0.09, 0.09, 0.07, 0.13, 0.13], "homo_lumo_gap_ha": 0.3018, "de_lowest_kcal_mol": 102.8, "total_energy_ha": -3096.09682, "total_charge": 1}

***

{"formula": "C23H38N2O12PReS3", "method": "wB97M-V/def2-TZVPD", "elements": ["Re", "C", "C", "C", "C", "C", "C", "C", "S", "O", "O", "N", "C", "C", "O", "O", "H", "H", "H", "H", "H", "H", "H", "H", "H", "C", "S", "O", "O", "O", "H", "H", "H", "C", "C", "C", "O", "C", "H", "H", "H", "H", "H", "H", "H", "H", "S", "C", "N", "C", "C", "C", "C", "O", "P", "O", "O", "O", "C", "C", "C", "C", "H", "H", "H", "H", "H", "H", "H", "H", "H", "H", "H", "H", "H", "H", "H", "H", "H", "H"], "xyz": [[-0.3689, -0.4793, 1.3017], [4.1873, 0.4208, -3.7724], [3.7830, -0.2464, -2.4848], [3.6078, 0.5050, -1.3285], [3.2177, -0.0926, -0.1419], [2.9852, -1.4583, -0.1101], [3.1519, -2.2286, -1.2507], [3.5580, -1.6186, -2.4264], [2.3859, -2.2549, 1.3581], [1.6099, -3.3786, 0.9202], [3.5276, -2.4756, 2.2117], [1.3803, -1.2195, 2.1053], [1.9802, -0.2767, 3.0630], [1.5667, 1.1358, 2.6996], [2.1480, 2.1292, 3.0652], [0.4639, 1.1623, 1.9749], [5.2124, 0.7939, -3.7187], [3.5409, 1.2732, -3.9891], [4.1272, -0.2719, -4.6120], [3.7398, 1.5801, -1.3582], [3.0538, 0.5281, 0.7272], [2.9075, -3.2815, -1.2225], [3.6704, -2.2145, -3.3255], [3.0610, -0.3773, 3.1179], [1.5759, -0.4757, 4.0632], [-2.1577, -1.9069, -1.7948], [-0.7525, -2.3062, -0.8221], [-1.2587, -2.2461, 0.6060], [-0.2972, -3.5734, -1.2891], [0.2416, -1.1914, -0.8010], [-2.8111, -2.7713, -1.6926], [-1.8294, -1.7923, -2.8231], [-2.6221, -0.9984, -1.4301], [-0.3299, -4.1129, 5.5478], [-1.7777, -4.2554, 5.0238], [-1.6456, -3.9174, 3.5323], [-0.4749, -3.1309, 3.4318], [0.4638, -3.7531, 4.2864], [0.0422, -5.0243, 6.0169], [-0.2681, -3.3075, 6.2796], [-2.4372, -3.5426, 5.5175], [-2.1822, -5.2567, 5.1771], [-2.4760, -3.3384, 3.1315], [-1.5269, -4.8270, 2.9275], [1.2877, -3.0601, 4.4502], [0.8642, -4.6517, 3.7978], [-3.2587, -0.2780, 5.0267], [-2.2316, -0.3041, 3.7936], [-1.4830, -0.3300, 2.8885], [-1.9879, 2.1581, -4.2927], [-0.8307, 1.3580, -3.7157], [0.4343, 2.2033, -3.6225], [-0.5538, 0.1098, -4.5399], [-1.2522, 0.8500, -2.4204], [-0.9545, 1.5113, -1.0084], [0.4691, 1.7749, -0.7417], [-1.6593, 0.5653, 0.0192], [-1.8388, 2.8279, -1.1388], [-1.9985, 3.8855, -0.1533], [-3.4966, 4.1256, -0.0649], [-1.4272, 3.5165, 1.2062], [-1.2707, 5.0913, -0.7300], [-1.7274, 2.5246, -5.2880], [-2.2177, 3.0066, -3.6502], [-2.8781, 1.5319, -4.3726], [0.7648, 2.4418, -4.6362], [1.2212, 1.6628, -3.0989], [0.2564, 3.1340, -3.0840], [-0.2333, 0.3843, -5.5466], [-1.4538, -0.5011, -4.6235], [0.2301, -0.4843, -4.0673], [-3.9998, 3.2184, 0.2705], [-3.8993, 4.4063, -1.0397], [-3.7090, 4.9251, 0.6469], [-1.9417, 2.6561, 1.6340], [-1.5638, 4.3658, 1.8784], [-0.3661, 3.2806, 1.1507], [-1.6396, 5.3103, -1.7340], [-0.2005, 4.8890, -0.7864], [-1.4282, 5.9680, -0.0991]], "mulliken_spin": [2.18, 0.00, 0.00, 0.00, 0.00, 0.01, 0.01, 0.00, 0.04, 0.00, 0.00, 0.14, 0.01, 0.03, 0.03, 0.03, 0.00, 0.00, 0.00, 0.00, 0.00, 0.00, 0.00, 0.00, 0.00, 0.00, 0.03, 0.04, 0.00, 0.06, 0.00, 0.00, 0.00, 0.00, 0.00, 0.00, 0.03, 0.00, 0.00, 0.00, 0.00, 0.00, 0.00, 0.00, 0.00, 0.00, 0.14, 0.17, -0.11, 0.00, 0.00, 0.00, 0.00, 0.00, 0.12, 0.02, 0.05, 0.00, 0.00, 0.00, -0.01, 0.00, 0.00, 0.00, 0.00, 0.00, 0.00, 0.00, 0.00, 0.00, 0.00, 0.00, 0.00, 0.00, 0.01, 0.00, 0.00, 0.00, 0.00, 0.00], "homo_lumo_gap_ha": [0.2841, 0.3067], "de_lowest_kcal_mol": 32.9, "total_energy_ha": -3526.12203, "s2": 3.771, "multiplicity": 4, "total_charge": -1}

***

{"formula": "C23H38N2O7OsSSi", "method": "wB97M-V/def2-TZVPD", "elements": ["Os", "O", "C", "O", "C", "O", "C", "C", "O", "O", "H", "H", "H", "H", "H", "O", "S", "C", "C", "C", "C", "H", "H", "H", "H", "H", "H", "H", "H", "O", "C", "C", "C", "C", "C", "C", "N", "H", "H", "H", "H", "H", "H", "H", "H", "H", "H", "H", "C", "Si", "C", "C", "N", "C", "C", "C", "C", "C", "C", "H", "H", "H", "H", "H", "H", "H", "H", "H", "H", "H", "H", "H", "H"], "xyz": [[0.7675, -1.0114, 0.6192], [4.3769, -0.8679, 2.6011], [3.3372, -0.8202, 1.8168], [2.2559, -1.3335, 2.0811], [3.6243, -0.1284, 0.5028], [2.4180, 0.1872, -0.2095], [2.0296, 1.5724, -0.1368], [1.1819, 1.8160, 1.1309], [1.2244, 2.8893, 1.6705], [0.4827, 0.7817, 1.4928], [4.1860, -1.3688, 3.4134], [4.2271, 0.7631, 0.6756], [4.1984, -0.8238, -0.1135], [2.9105, 2.2103, -0.1328], [0.4741, 1.1325, -1.3590], [-0.5016, -0.3528, -0.9657], [-1.6635, -0.9345, -1.8007], [-1.2275, -2.6407, -2.2481], [-1.9259, -3.5720, -1.2609], [-3.2624, -2.9037, -0.9442], [-2.9387, -1.4470, -0.6254], [-0.1374, -2.6832, -2.2574], [-1.5875, -2.7814, -3.2683], [-1.3324, -3.6713, -0.3516], [-2.0543, -4.5623, -1.6945], [-3.7772, -3.3692, -0.1042], [-3.9327, -2.9648, -1.8039], [-2.4480, -1.3387, 0.3437], [-3.7793, -0.7603, -0.6960], [-0.5440, -2.2894, 1.5940], [-0.6432, -2.3920, 2.8459], [-0.5010, -1.2446, 3.7798], [-1.9527, -0.6785, 3.8220], [-3.0930, -1.6751, 4.1179], [-3.4568, -2.6712, 2.9954], [-2.5184, -3.8882, 2.8801], [-1.1796, -3.5053, 3.3738], [0.1849, -0.4809, 3.4276], [-0.2043, -1.5896, 4.7714], [-2.1454, -0.1802, 2.8673], [-1.9621, 0.1015, 4.5830], [-3.9807, -1.0735, 4.3152], [-2.8974, -2.2078, 5.0549], [-3.4705, -2.1233, 2.0499], [-4.4744, -3.0311, 3.1505], [-2.4402, -4.2594, 1.8605], [-2.8537, -4.7134, 3.5038], [-1.1607, -3.4858, 4.3834], [1.9037, -0.3066, -3.3749], [2.1960, 1.4910, -3.0277], [3.9641, 1.9191, -2.6777], [1.3869, 2.5750, -4.2795], [1.2503, 1.8213, -1.3775], [0.6248, 3.1634, -1.3570], [-0.7530, 3.2370, -1.4316], [-1.3583, 4.4860, -1.4442], [-0.5830, 5.6331, -1.3750], [0.7999, 5.5378, -1.2922], [1.4152, 4.2966, -1.2853], [2.4928, -0.5995, -4.2475], [0.8546, -0.4817, -3.6229], [2.1820, -0.9534, -2.5427], [4.5213, 1.8036, -3.6114], [4.4400, 1.2633, -1.9477], [4.0938, 2.9559, -2.3637], [1.8061, 2.3190, -5.2570], [1.5663, 3.6351, -4.1032], [0.3089, 2.4136, -4.3337], [-1.3499, 2.3330, -1.4755], [-2.4353, 4.5600, -1.5034], [-1.0563, 6.6051, -1.3795], [1.4030, 6.4329, -1.2290], [2.4933, 4.2306, -1.2119]], "lowdin_charge": [1.29, 0.22, -0.44, -0.01, -0.03, -0.23, -0.21, -0.56, 0.15, -0.13, 0.17, 0.16, 0.17, 0.16, 0.09, -0.71, 1.06, -0.29, -0.21, -0.20, -0.29, 0.09, 0.11, 0.09, 0.13, 0.12, 0.13, 0.06, 0.11, -0.12, -0.43, -0.08, -0.14, -0.17, -0.16, -0.12, 0.10, 0.09, 0.14, 0.12, 0.13, 0.12, 0.12, 0.08, 0.12, 0.11, 0.13, 0.14, -0.14, 0.61, -0.13, -0.13, 0.01, -0.26, 0.00, -0.04, -0.04, -0.03, -0.03, 0.06, 0.03, 0.03, 0.06, 0.03, 0.05, 0.06, 0.05, 0.05, 0.11, 0.12, 0.12, 0.12, 0.12], "homo_lumo_gap_ha": 0.2889, "de_lowest_kcal_mol": 7.2, "total_energy_ha": -2313.27077, "total_charge": 2}

***

{"formula": "C23H39AsN4O4ReS4Si", "method": "wB97M-V/def2-TZVPD", "elements": ["Re", "S", "As", "S", "S", "S", "N", "C", "N", "C", "N", "C", "C", "C", "C", "O", "Si", "O", "O", "C", "C", "C", "C", "O", "C", "C", "C", "C", "H", "H", "H", "H", "H", "H", "H", "H", "H", "H", "H", "H", "H", "H", "H", "H", "H", "H", "H", "H", "H", "H", "H", "H", "H", "H", "H", "C", "N", "C", "C", "C", "C", "C", "C", "C", "C", "H", "H", "H", "H", "H", "H", "H", "H", "H", "H", "H", "H"], "xyz": [[-1.0853, -0.7846, -1.2562], [-5.5524, -3.7521, -0.0299], [-4.1286, -2.6148, -0.8235], [-2.6384, -1.5644, 0.2847], [-2.2245, -1.2401, -3.0965], [-4.0232, -2.1948, -2.9129], [-0.3599, 0.6206, -2.3999], [0.1084, 1.5685, -2.9423], [0.6141, 2.5787, -3.4476], [0.4933, 2.8907, -4.7432], [0.4332, 3.2137, -5.8463], [3.3554, 2.3917, -1.1742], [2.5178, 2.6464, 0.0683], [3.2553, 2.1608, 1.3087], [2.1659, 4.1206, 0.1886], [1.2941, 1.8799, -0.1182], [0.0963, 1.5432, 0.9304], [-0.9454, 0.5389, 0.1115], [0.7490, 0.7006, 2.1447], [0.2112, -0.0145, 3.2723], [0.2886, -1.4975, 2.9303], [1.1113, 0.3140, 4.4528], [-1.2234, 0.4063, 3.5621], [-0.7164, 2.8144, 1.5034], [-1.7837, 3.6136, 0.9438], [-3.1030, 2.9366, 1.2893], [-1.6780, 4.9718, 1.6178], [-1.6220, 3.7503, -0.5638], [4.2854, 2.9577, -1.1226], [2.8152, 2.6943, -2.0693], [3.6077, 1.3315, -1.2566], [4.2322, 2.6426, 1.3578], [3.4008, 1.0800, 1.2713], [2.7077, 2.3952, 2.2214], [3.0739, 4.7073, 0.3313], [1.5069, 4.2953, 1.0404], [1.6724, 4.4711, -0.7191], [1.3212, -1.7814, 2.7219], [-0.3093, -1.7144, 2.0415], [-0.0836, -2.1070, 3.7547], [2.1435, 0.0465, 4.2248], [0.7962, -0.2345, 5.3411], [1.0703, 1.3815, 4.6712], [-1.8803, 0.1825, 2.7181], [-1.2775, 1.4762, 3.7605], [-1.5959, -0.1305, 4.4352], [-3.1942, 2.8156, 2.3691], [-3.1609, 1.9502, 0.8235], [-3.9420, 3.5368, 0.9354], [-1.7603, 4.8632, 2.6993], [-2.4728, 5.6330, 1.2715], [-0.7178, 5.4348, 1.3884], [-1.7003, 2.7776, -1.0540], [-0.6574, 4.1917, -0.8149], [-2.4082, 4.3911, -0.9642], [-0.2408, -5.0156, -3.5648], [-0.6164, -5.4102, -2.2167], [-1.7654, -6.2978, -2.2286], [-0.8641, -4.2647, -1.3778], [0.3860, -3.4713, -1.0871], [1.5460, -4.1550, -0.7577], [2.7144, -3.4737, -0.4450], [2.7562, -2.0829, -0.4477], [1.6222, -1.3664, -0.7648], [0.4316, -2.0612, -1.0859], [-0.0178, -5.9022, -4.1551], [0.6487, -4.3862, -3.5442], [-1.0466, -4.4572, -4.0713], [-1.5477, -7.1728, -2.8381], [-2.6649, -5.8112, -2.6458], [-1.9916, -6.6323, -1.2161], [-1.2763, -4.6160, -0.4249], [-1.6184, -3.5965, -1.8300], [1.5248, -5.2367, -0.7666], [3.6051, -4.0360, -0.1966], [3.6714, -1.5583, -0.2081], [1.6612, -0.2821, -0.7592]], "lowdin_charge": [1.04, 0.23, 0.03, 0.28, 0.18, 0.17, -0.08, -0.25, 0.15, -0.31, 0.16, -0.02, -0.61, -0.02, -0.02, -0.12, 0.04, -0.48, -0.09, -0.62, -0.02, -0.02, -0.03, -0.08, -0.62, -0.02, -0.02, -0.02, 0.10, 0.07, 0.08, 0.10, 0.09, 0.09, 0.10, 0.08, 0.09, 0.09, 0.04, 0.10, 0.09, 0.09, 0.09, 0.06, 0.09, 0.10, 0.09, 0.07, 0.09, 0.09, 0.10, 0.08, 0.06, 0.08, 0.10, -0.07, -0.27, -0.08, -0.23, -0.21, -0.01, -0.01, -0.04, -0.07, -0.28, 0.09, 0.09, 0.09, 0.09, 0.09, 0.09, 0.14, 0.01, 0.13, 0.12, 0.12, 0.08], "homo_lumo_gap_ha": [0.2123, 0.2118], "de_lowest_kcal_mol": 2.0, "total_energy_ha": -5616.03050, "total_charge": 1}